a.
An isolated molecule of C24H32N4O3, computed with ωB97M-V/def2-TZVPD.

Structure (ORCA input):
```
! RIJCOSX wB97M-V def2-TZVPD def2/J DEFGRID3
* xyz 0 1
O 2.26960 -0.75719 -1.59874
O -3.02107 -2.74300 1.71288
O 0.74263 3.68912 0.92449
N -4.01918 -1.16538 0.37309
N -2.79516 0.37466 -0.96259
N -0.42444 0.09508 -0.84380
N 2.74841 -0.57249 0.60848
C 1.89788 -0.67705 -0.43593
C 2.69359 1.12028 2.41930
C 6.63398 -0.94625 -1.21620
C -6.34614 0.01060 -0.55239
C 4.71003 0.48995 -0.49864
C -5.02569 1.62592 -1.94599
C -6.39319 -1.07214 0.35588
C -0.05458 1.16844 -1.72913
C -3.93114 -0.10680 -0.52190
C 6.10412 -2.08896 -0.35553
C 0.44005 -0.72064 -0.14452
C -5.14863 0.48937 -0.98605
C 4.19200 -0.65265 0.37888
C 4.58651 -2.00060 -0.23000
C -2.86256 -1.84045 0.91593
C -0.28635 -1.60150 0.61878
C -1.69038 -0.22973 -0.50553
C 0.09702 4.28460 2.01879
C 0.69871 2.27552 -0.99118
C -5.23640 -1.62217 0.78765
C 2.33117 -0.29545 1.96846
C -1.65332 -1.30020 0.40553
C 6.22760 0.39946 -0.62372
C -0.10414 2.84788 0.17223
H 6.68482 0.51521 0.36292
H 2.34576 1.27085 3.43838
H -4.44090 2.42632 -1.49760
H 6.59153 1.21096 -1.25679
H 3.76857 1.27980 2.40009
H 6.22109 -1.03436 -2.22281
H -0.97263 3.41311 -0.19989
H -0.98449 1.54915 -2.15675
H -0.48357 2.03667 0.81484
H 2.22297 1.86372 1.78070
H 6.55828 -2.03705 0.63784
H 4.66386 -0.57550 1.36444
H 4.12919 -2.09340 -1.21446
H 6.37940 -3.04798 -0.79825
H -0.73685 4.91844 1.69268
H -0.28978 3.52718 2.71275
H 4.42332 1.45056 -0.06460
H 0.94133 3.07508 -1.69090
H -6.00490 2.00312 -2.22677
H 7.72180 -1.00828 -1.29001
H 2.80507 -1.02688 2.63286
H 1.25203 -0.42294 2.03869
H -5.18223 -2.44933 1.48066
H -7.33840 -1.45628 0.70069
H 0.84125 4.89549 2.52531
H -4.49171 1.29947 -2.83597
H 1.63824 1.88122 -0.60172
H 0.58417 0.76739 -2.52124
H 0.09423 -2.38715 1.24044
H -7.26751 0.45302 -0.89964
H 4.20928 -2.80950 0.40035
H 4.25412 0.40975 -1.48519
*
```

Output
- LUMO energy: 0.230 eV
- Kohn-Sham gap: 0.28602 Eh
- SMILES: CCN(C(=O)c1cc2c(=O)n3cccc(C)c3nc2n1CCCOC)C1CCCCC1



b.
An isolated molecule of C24H32N4O3, computed with ωB97M-V/def2-TZVPD.

Structure (ORCA input):
```
! RIJCOSX wB97M-V def2-TZVPD def2/J DEFGRID3
* xyz 0 1
O -2.96938 -1.91920 -1.61781
O 7.11087 0.79842 -0.55921
O -4.60417 2.12629 -0.57368
N -2.46054 0.29755 -1.82187
N -4.15328 0.68072 1.08300
N 4.74098 0.05218 0.80828
N 2.75568 0.83057 -0.02390
C 0.73024 1.76860 -0.80201
C -3.29406 -0.77479 -1.86052
C 3.49673 -0.21082 0.29849
C -2.48549 -0.95248 1.83919
C -1.12815 0.35076 -1.39468
C -5.46899 -0.05978 -0.88878
C -3.97711 -0.62815 1.66980
C -0.39064 -0.77183 -1.09163
C -4.72578 -0.38592 -2.19545
C 5.85575 -0.86202 0.69459
C 5.20658 1.42654 0.81308
C 0.92288 -0.65152 -0.61182
C -2.31484 -2.33995 2.44722
C -4.70086 0.99829 -0.10771
C 6.02933 1.70206 -0.44895
C -1.81877 0.12457 2.69294
C -3.54738 1.73573 1.87783
C 1.17922 -3.15918 -0.32590
C 1.72510 -1.76898 -0.23804
C 1.50012 0.63619 -0.46291
C 2.99344 -1.53886 0.21155
C 6.66089 -0.53533 -0.57273
C -2.05305 1.49712 2.07091
C -0.55113 1.62909 -1.25207
H 1.90807 -3.88253 0.03210
H -0.83106 -1.74556 -1.21922
H 3.60242 -2.37378 0.52174
H 0.27249 -3.25017 0.27001
H 5.83331 1.56777 1.69920
H -1.14326 2.50006 -1.49817
H -2.81085 -2.40133 3.41415
H 5.37463 1.61487 -1.32879
H -4.74343 0.48483 -2.85138
H -5.21407 -1.22415 -2.69298
H -1.54730 1.54978 1.10563
H -2.88348 1.20582 -1.97048
H -5.64248 -0.96988 -0.32151
H -2.02250 -0.94652 0.84853
H 7.55440 -1.15869 -0.63871
H 1.18143 2.74182 -0.68973
H -2.73799 -3.09673 1.79098
H 5.52397 -1.89723 0.66439
H -1.25917 -2.55820 2.59000
H -2.23796 0.09945 3.70255
H 0.92496 -3.40126 -1.35683
H -0.74758 -0.07168 2.76625
H -4.42926 -1.40086 1.05235
H 4.33913 2.08268 0.85180
H 6.47074 2.69900 -0.42105
H -6.43750 0.37979 -1.13774
H -1.64458 2.28110 2.70998
H -4.04809 1.75589 2.85350
H 6.02609 -0.71086 -1.45647
H -4.46576 -0.63844 2.65326
H 6.49683 -0.72218 1.57191
H -3.72754 2.68108 1.36434
*
```

Output
- LUMO energy: 0.494 eV
- Kohn-Sham gap: 0.29192 Eh
- SMILES: Cc1cc(N2CCOCC2)nc2ccc(NC(=O)CCC(=O)N3CCC[C@@H](C)C3)cc12



It is a that is the least stable of them.



a.
An isolated molecule of C4H6S2, computed with ωB97M-V/def2-TZVPD.

Structure (ORCA input):
```
! RIJCOSX wB97M-V def2-TZVPD def2/J DEFGRID3
* xyz 0 1
S -0.04905 -2.15805 -1.61041
S -2.43894 -0.81826 -0.59463
C -0.68585 -0.94031 -0.79334
C -0.11114 1.45375 -0.21811
C 1.31161 -0.36022 0.70764
C 0.13849 0.13988 -0.08571
H -2.60239 0.07104 0.50255
H 1.00032 -0.91878 1.62103
H 1.82443 0.57398 1.07380
H 1.97587 -0.91289 -0.01096
H -0.82008 1.78870 -0.97513
H 0.45672 2.08117 0.38327
*
```

Output
- LUMO energy: -0.464 eV
- Kohn-Sham gap: 0.30861 Eh
- SMILES: C=C(C)C(=S)S



b.
A structure of composition C4H6S2, computed with ωB97M-V/def2-TZVPD.

Structure (ORCA input):
```
! RIJCOSX wB97M-V def2-TZVPD def2/J DEFGRID3
* xyz 0 1
S 0.09050 0.32769 2.63382
S -1.04817 0.29171 -1.90057
C 0.25608 -0.94868 -1.00313
C 0.37043 0.04283 -0.00273
C -1.12194 0.62686 -0.07030
C 0.94529 0.07879 1.31764
H -1.33097 1.81619 0.12920
H -0.18638 -2.00088 -0.68016
H 0.79026 0.93443 -0.89751
H -1.87889 -0.08161 0.46145
H 1.16933 -0.87503 -1.64999
H 1.94447 -0.21230 1.66228
*
```

Output
- LUMO energy: -0.508 eV
- Kohn-Sham gap: 0.29909 Eh



It is b that is the least stable of them.



a.
A cluster of 2 separate species, CH8N5 in total, computed with ωB97M-V/def2-TZVPD.

Structure (ORCA input):
```
! RIJCOSX wB97M-V def2-TZVPD def2/J DEFGRID3
* xyz 1 1
N 0.00838 0.11683 -1.79948
N 0.52108 0.77381 2.14360
N -1.29800 1.00530 0.67742
N 0.77899 -1.49845 0.15847
N 0.70077 -0.24373 0.03783
C -0.07350 0.60328 1.03627
H 1.56696 -2.03451 -0.16833
H 0.10551 -2.05420 0.78276
H 0.46646 1.04374 -2.02326
H 0.39870 -0.57335 -2.39805
H -1.75862 1.72973 1.10978
H -0.99929 0.10637 -1.69145
H -1.62391 0.85993 -0.32349
H 1.20648 0.16525 2.45794
*
```

Output
- LUMO energy: -4.749 eV
- Kohn-Sham gap: 0.33666 Eh



b.
A cluster of 2 separate species, CH8N5 in total, computed with ωB97M-V/def2-TZVPD.

Structure (ORCA input):
```
! RIJCOSX wB97M-V def2-TZVPD def2/J DEFGRID3
* xyz 1 1
N -2.22875 0.07314 0.39906
N -1.12139 -0.26384 0.10291
N -3.09692 0.66317 -0.25370
N 2.46688 1.03325 0.38040
N 0.42125 -1.93343 0.03497
C 0.06639 -0.51141 0.02519
H -0.46186 -2.38037 -0.25441
H 2.79560 1.32844 1.34230
H -2.94033 0.71966 -1.27819
H 2.43039 1.82686 -0.22360
H 1.00000 0.07890 0.10057
H 1.22166 -2.32199 -0.54014
H 3.26692 0.55924 -0.12862
H -3.81984 1.12837 0.29327
*
```

Output
- LUMO energy: -4.032 eV
- Kohn-Sham gap: 0.36628 Eh



It is b that is the least stable of them.



a.
An isolated molecule of CHCl4P, computed with ωB97M-V/def2-TZVPD.

Structure (ORCA input):
```
! RIJCOSX wB97M-V def2-TZVPD def2/J DEFGRID3
* xyz 0 1
Cl 0.48710 -1.38304 1.35646
Cl -1.27708 1.78353 -1.13327
Cl 1.29875 -1.24984 -1.37043
Cl 1.67266 1.08423 0.41461
P -1.36951 -0.04945 -0.34553
C 0.60770 -0.30454 -0.02265
H -1.41962 0.11911 1.10083
*
```

Output
- LUMO energy: 0.037 eV
- Kohn-Sham gap: 0.37526 Eh
- SMILES: ClPC(Cl)(Cl)Cl



b.
A cluster of 2 separate species, CHCl4P in total, computed with ωB97M-V/def2-TZVPD.

Structure (ORCA input):
```
! RIJCOSX wB97M-V def2-TZVPD def2/J DEFGRID3
* xyz 0 1
Cl -1.29096 -1.64953 -1.38921
Cl 0.30073 2.34092 -2.02544
Cl 1.57725 0.03610 -3.51652
Cl 2.95694 1.35934 -1.20296
P 0.24304 -1.10399 -0.28626
C 1.41441 0.98374 -2.11083
H 0.13462 0.29814 0.00533
*
```

Output
- LUMO energy (spin up / spin down): -1.164 / -1.151 eV
- Kohn-Sham gap (spin up / spin down): 0.26848 / 0.28770 Eh



It is b that is the least stable of them.